Entry 1:
C49H40CaN3O4P3S4 | ωB97M-V with the def2-TZVPD basis set

Atoms and positions in Å:
1 Ca 1.665 -1.166 0.192
2 O -1.912 -0.812 -2.464
3 C -0.911 -1.155 -1.820
4 O -0.559 -0.775 -0.668
5 C 0.043 -2.159 -2.475
6 C -0.189 -2.752 -3.707
7 C 0.718 -3.702 -4.155
8 C 1.811 -4.041 -3.370
9 C 1.977 -3.391 -2.156
10 N 1.105 -2.478 -1.747
11 C 3.123 -3.692 -1.173
12 O 3.920 -4.570 -1.507
13 O 3.100 -2.988 -0.122
14 H -1.066 -2.466 -4.270
15 H 0.567 -4.186 -5.113
16 H 2.536 -4.787 -3.662
17 S 2.102 0.129 2.615
18 S 4.148 -0.215 2.864
19 S 5.137 1.435 2.172
20 S 5.571 1.215 0.170
21 N 3.259 -0.256 -1.434
22 C 2.915 0.105 -2.744
23 C 3.380 -0.657 -3.818
24 C 3.003 -0.360 -5.115
25 C 2.165 0.718 -5.364
26 C 1.700 1.475 -4.299
27 C 2.048 1.181 -2.982
28 P 1.347 2.036 -1.514
29 C 2.652 3.242 -1.113
30 C 2.858 3.525 0.234
31 C 3.820 4.455 0.609
32 C 4.586 5.087 -0.354
33 C 4.407 4.786 -1.701
34 C 3.444 3.867 -2.078
35 C 0.050 3.072 -2.301
36 C 0.083 4.464 -2.323
37 C -0.959 5.191 -2.889
38 C -2.043 4.537 -3.452
39 C -2.092 3.149 -3.424
40 C -1.066 2.422 -2.841
41 H 3.913 -1.035 -1.411
42 H 3.764 0.481 -0.897
43 H 4.039 -1.493 -3.612
44 H 3.370 -0.972 -5.930
45 H 1.866 0.964 -6.375
46 H 1.032 2.305 -4.495
47 H 2.313 2.979 0.996
48 H 4.005 4.632 1.660
49 H 5.361 5.783 -0.056
50 H 5.035 5.251 -2.451
51 H 3.312 3.615 -3.124
52 H 0.928 4.987 -1.894
53 H -0.914 6.274 -2.890
54 H -2.851 5.104 -3.899
55 H -2.939 2.621 -3.846
56 H -1.145 1.340 -2.793
57 N -1.505 -0.973 2.465
58 P -1.183 0.622 1.938
59 C -2.851 1.061 1.300
60 C -3.994 1.104 2.101
61 C -5.234 1.374 1.548
62 C -5.345 1.607 0.181
63 C -4.218 1.560 -0.624
64 C -2.974 1.283 -0.068
65 C -1.251 1.513 3.547
66 C -1.617 2.858 3.587
67 C -1.570 3.574 4.773
68 C -1.151 2.955 5.944
69 C -0.770 1.622 5.912
70 C -0.814 0.909 4.722
71 P -0.624 -2.296 1.908
72 C -0.565 -3.326 3.417
73 C 0.436 -2.984 4.330
74 C 0.558 -3.681 5.522
75 C -0.305 -4.733 5.808
76 C -1.292 -5.085 4.899
77 C -1.423 -4.382 3.707
78 C -1.768 -3.215 0.825
79 C -1.315 -4.418 0.281
80 C -2.075 -5.097 -0.657
81 C -3.292 -4.571 -1.076
82 C -3.735 -3.364 -0.558
83 C -2.978 -2.688 0.390
84 H -2.352 -1.149 2.995
85 H -3.906 0.944 3.171
86 H -6.115 1.405 2.179
87 H -6.315 1.823 -0.254
88 H -4.295 1.729 -1.689
89 H -2.099 1.197 -0.697
90 H -1.942 3.353 2.678
91 H -1.858 4.619 4.782
92 H -1.110 3.513 6.871
93 H -0.420 1.134 6.813
94 H -0.484 -0.122 4.699
95 H 1.123 -2.175 4.087
96 H 1.339 -3.410 6.221
97 H -0.201 -5.283 6.736
98 H -1.962 -5.908 5.115
99 H -2.194 -4.659 2.998
100 H -0.344 -4.808 0.570
101 H -1.704 -6.022 -1.081
102 H -3.876 -5.087 -1.828
103 H -4.658 -2.923 -0.915
104 H -3.302 -1.717 0.745

Results
Frontier orbital gap in eV: 5.059
Energy relative to the best compared isomer or geometry (same formula, charge and spin) in kcal per mole: 0.00
Total energy in Eh: -5651.290255
Net charge: -2
2S+1: 1

---

Entry 2:
C49H40CoN8O2P2S | ωB97M-V with the def2-TZVPD basis set

Atoms and positions in Å:
1 Co 0.172 0.203 0.194
2 N -3.069 0.221 2.887
3 C -1.830 0.099 2.390
4 N -1.515 0.370 1.164
5 C -2.515 0.766 0.268
6 N -2.130 1.014 -0.960
7 N -0.880 0.791 -1.193
8 C -0.249 1.064 -2.337
9 C 1.130 0.828 -2.301
10 C 2.010 0.944 -3.400
11 C 3.331 0.611 -3.243
12 C 3.781 0.177 -1.985
13 C 2.884 0.115 -0.936
14 N 1.598 0.426 -1.071
15 C -3.873 0.896 0.721
16 C -4.935 1.266 -0.107
17 C -6.215 1.368 0.406
18 C -6.453 1.114 1.751
19 C -5.415 0.741 2.591
20 C -4.135 0.621 2.079
21 H -3.252 -0.021 3.852
22 H -1.054 -0.242 3.060
23 H -0.791 1.414 -3.202
24 H 1.610 1.268 -4.347
25 H 4.016 0.663 -4.076
26 H 4.806 -0.125 -1.838
27 H 3.190 -0.233 0.044
28 H -4.737 1.469 -1.147
29 H -7.032 1.649 -0.241
30 H -7.452 1.200 2.144
31 H -5.599 0.542 3.635
32 N 2.219 1.710 3.488
33 C 2.322 0.414 3.930
34 C 2.864 -0.147 5.079
35 C 2.747 -1.514 5.225
36 C 2.108 -2.300 4.258
37 C 1.570 -1.752 3.115
38 C 1.685 -0.374 2.944
39 N 1.234 0.453 1.942
40 C 1.557 1.688 2.308
41 C 1.122 2.842 1.565
42 C 1.361 4.178 1.774
43 S 0.493 5.126 0.650
44 C -0.141 3.679 -0.034
45 N 0.271 2.591 0.527
46 H 2.562 2.530 3.962
47 H 3.353 0.464 5.822
48 H 3.151 -1.986 6.107
49 H 2.036 -3.364 4.423
50 H 1.075 -2.344 2.365
51 H 1.989 4.645 2.505
52 H -0.833 3.707 -0.856
53 O 1.135 -1.911 0.110
54 P 1.094 -3.357 -0.255
55 C -0.432 -4.182 0.376
56 P -1.813 -3.137 -0.278
57 O -1.438 -1.705 -0.330
58 C -2.262 -3.748 -1.916
59 C -2.571 -5.080 -2.157
60 C -2.921 -5.478 -3.435
61 C -2.970 -4.549 -4.464
62 C -2.679 -3.217 -4.217
63 C -2.330 -2.814 -2.942
64 C -3.217 -3.363 0.854
65 C -3.271 -4.258 1.911
66 C -4.375 -4.270 2.748
67 C -5.431 -3.400 2.524
68 C -5.385 -2.514 1.457
69 C -4.279 -2.495 0.628
70 C 1.152 -3.626 -2.045
71 C 1.419 -4.870 -2.607
72 C 1.516 -4.988 -3.983
73 C 1.348 -3.875 -4.793
74 C 1.063 -2.639 -4.235
75 C 0.971 -2.518 -2.861
76 C 2.513 -4.176 0.517
77 C 2.419 -5.179 1.471
78 C 3.567 -5.643 2.092
79 C 4.803 -5.113 1.755
80 C 4.899 -4.128 0.782
81 C 3.755 -3.657 0.167
82 H -0.425 -4.135 1.471
83 H -0.514 -5.217 0.051
84 H -2.549 -5.804 -1.355
85 H -3.157 -6.512 -3.637
86 H -3.243 -4.859 -5.461
87 H -2.722 -2.490 -5.014
88 H -2.105 -1.781 -2.717
89 H -2.462 -4.951 2.088
90 H -4.415 -4.963 3.576
91 H -6.298 -3.422 3.168
92 H -6.208 -1.842 1.265
93 H -4.212 -1.807 -0.204
94 H 1.562 -5.738 -1.980
95 H 1.725 -5.948 -4.431
96 H 1.440 -3.965 -5.864
97 H 0.911 -1.774 -4.863
98 H 0.753 -1.573 -2.394
99 H 1.461 -5.601 1.733
100 H 3.501 -6.420 2.839
101 H 5.695 -5.467 2.249
102 H 5.865 -3.733 0.507
103 H 3.798 -2.880 -0.585

Results
Frontier orbital gap (spin up / spin down) in eV: 6.815 / 6.775
Total energy in Eh: -4943.188271
Net charge: +2
2S+1: 2
⟨S²⟩: 0.7574